Record 1
{"formula": "C24H38F9N2O17", "method": "ωB97M-V/def2-TZVPD", "homo_energy_ev": -12.24, "charge": 1, "orbital_gap_ev": 8.6, "symbols": ["N", "C", "O", "C", "C", "N", "C", "C", "F", "F", "C", "F", "F", "C", "F", "F", "C", "F", "F", "F", "C", "O", "H", "H", "H", "H", "H", "H", "H", "H", "C", "O", "C", "O", "O", "C", "H", "H", "H", "H", "H", "H", "C", "O", "C", "O", "O", "C", "H", "H", "H", "H", "H", "H", "C", "O", "C", "O", "O", "C", "H", "H", "H", "H", "H", "H", "C", "O", "C", "O", "O", "C", "H", "H", "H", "H", "H", "H", "C", "O", "C", "O", "O", "C", "H", "H", "H", "H", "H", "H"], "coordinates": [[2.75513, -1.61544, 1.46160], [1.78507, -1.10224, 1.80760], [0.74813, -0.42986, 2.21516], [0.86612, 0.99709, 1.93008], [0.38855, 1.23487, 0.51620], [-1.02404, 0.72972, 0.39056], [-1.92863, 1.24890, 1.47039], [-3.24743, 0.44432, 1.42202], [-3.41553, 0.02215, 0.13818], [-3.14903, -0.65686, 2.19147], [-4.46559, 1.28791, 1.84695], [-4.62135, 2.26723, 0.94183], [-4.13529, 1.86445, 3.02710], [-5.82563, 0.55254, 2.07282], [-5.77924, -0.10602, 3.23212], [-6.74317, 1.53361, 2.17036], [-6.29822, -0.40799, 0.94853], [-7.56216, -0.73440, 1.16580], [-5.56257, -1.52152, 0.97969], [-6.18754, 0.17233, -0.24217], [-1.27238, 1.27211, 2.85875], [0.08840, 1.68691, 2.82387], [1.89532, 1.33198, 2.05204], [0.99861, 0.69719, -0.20965], [0.40938, 2.29380, 0.26256], [-0.99202, -0.29455, 0.41536], [-1.36525, 1.00365, -0.53225], [-2.18498, 2.27308, 1.19256], [-1.35455, 0.31317, 3.36850], [-1.78885, 2.01237, 3.46011], [6.64560, -6.78749, -1.10452], [5.60623, -6.61203, -0.13653], [5.63430, -5.43829, 0.48801], [6.43313, -4.55449, 0.30159], [4.62260, -5.39813, 1.35360], [4.54087, -4.17615, 2.09709], [6.51167, -7.77474, -1.53506], [6.56775, -6.03919, -1.89012], [7.62434, -6.73027, -0.63209], [4.40869, -3.33591, 1.42763], [5.43542, -4.03481, 2.70138], [3.67669, -4.27174, 2.74828], [-9.43925, 1.19794, -0.14964], [-10.78926, 1.01942, 0.27574], [-11.65181, 0.82604, -0.72795], [-11.36485, 0.79427, -1.89594], [-12.86541, 0.67613, -0.21091], [-13.89922, 0.45944, -1.17951], [-8.86115, 1.34920, 0.75478], [-9.08742, 0.31791, -0.68369], [-9.35218, 2.07538, -0.78939], [-13.70777, -0.45001, -1.74505], [-13.97217, 1.30820, -1.85612], [-14.81958, 0.35681, -0.61362], [5.46357, -4.57406, -7.71216], [5.61978, -3.57593, -6.69656], [5.79021, -4.06451, -5.47086], [5.81392, -5.22935, -5.16944], [5.93000, -3.04071, -4.62587], [6.12496, -3.43936, -3.26715], [5.33647, -4.03276, -8.64442], [6.34848, -5.20440, -7.76758], [4.58574, -5.18609, -7.51525], [7.03137, -4.03199, -3.16397], [5.26741, -4.00462, -2.90507], [6.22718, -2.52771, -2.68612], [-1.73436, 7.43539, -0.97941], [-0.66508, 7.38040, -1.92870], [0.11651, 6.31467, -1.84016], [-0.00575, 5.41131, -1.04352], [1.05833, 6.40917, -2.77015], [1.99889, 5.33481, -2.80183], [-2.26786, 8.35710, -1.18650], [-2.40293, 6.58598, -1.10750], [-1.34333, 7.45494, 0.03588], [1.49568, 4.39187, -3.01141], [2.53997, 5.27118, -1.85932], [2.68932, 5.56655, -3.60610], [5.56588, 0.33675, 1.52743], [5.71743, 1.33116, 2.54544], [5.82313, 0.82925, 3.78071], [5.76936, -0.33785, 4.06673], [5.98452, 1.84037, 4.62808], [6.12567, 1.44641, 5.99953], [5.48501, 0.87497, 0.58606], [6.42978, -0.32349, 1.48928], [4.66482, -0.24707, 1.69653], [7.00188, 0.81462, 6.12614], [5.23683, 0.91854, 6.33926], [6.24868, 2.36645, 6.56187]], "mulliken_charge": [-0.446, 0.407, -0.438, 0.082, -0.890, -0.178, -0.484, 0.968, -0.372, -0.301, 0.549, -0.296, -0.300, 0.582, -0.257, -0.263, 0.668, -0.241, -0.237, -0.248, -0.827, -0.385, 0.596, 0.489, 0.375, 0.504, 0.449, 0.508, 0.508, 0.379, -0.346, -0.340, 0.841, -0.563, -0.362, -0.563, 0.231, 0.022, 0.290, 0.279, 0.304, 0.253, -0.501, -0.311, 0.755, -0.538, -0.328, -0.629, 0.116, 0.257, 0.356, 0.297, 0.300, 0.220, -0.622, -0.337, 0.782, -0.552, -0.329, -0.612, 0.218, 0.299, 0.295, 0.298, 0.283, 0.270, -0.603, -0.314, 0.848, -0.575, -0.299, -0.586, 0.222, 0.269, 0.290, 0.257, 0.285, 0.211, -0.178, -0.320, 0.800, -0.530, -0.338, -0.627, 0.231, 0.349, -0.138, 0.303, 0.292, 0.221]}

***

Record 2
{"formula": "C31H35Cl2NaP", "method": "ωB97M-V/def2-TZVPD", "homo_energy_ev": -11.24, "charge": 1, "orbital_gap_ev": 9.1, "symbols": ["Na", "C", "C", "C", "C", "C", "C", "C", "C", "C", "C", "C", "C", "H", "H", "H", "H", "H", "H", "H", "H", "H", "H", "H", "H", "H", "H", "H", "H", "H", "H", "Cl", "C", "Cl", "H", "H", "C", "C", "C", "C", "C", "C", "P", "C", "C", "C", "C", "C", "C", "C", "C", "C", "C", "C", "C", "H", "H", "H", "H", "H", "H", "H", "H", "H", "H", "H", "H", "H", "H", "H"], "coordinates": [[-0.66321, -1.39523, 0.24399], [-1.45402, 0.86973, 3.29749], [-2.16531, 0.27975, 2.10168], [-2.73887, -0.99768, 2.18975], [-2.76574, -1.73458, 3.51052], [-3.37157, -1.55879, 1.07050], [-3.99448, -2.93219, 1.16792], [-3.47164, -0.82598, -0.12241], [-4.27338, -1.39308, -1.27381], [-2.90808, 0.45650, -0.20505], [-3.00898, 1.25993, -1.48221], [-2.29358, 1.02609, 0.92163], [-1.85614, 2.47254, 0.89075], [-2.16637, 1.33870, 3.98201], [-0.73351, 1.62408, 2.99657], [-0.91626, 0.10269, 3.85327], [-3.72093, -2.23876, 3.64298], [-2.64683, -1.05083, 4.34571], [-1.97807, -2.49063, 3.57956], [-5.03793, -2.85483, 1.48635], [-3.47589, -3.55858, 1.89052], [-3.97891, -3.45043, 0.21166], [-5.14194, -1.93221, -0.90148], [-3.68579, -2.08815, -1.88043], [-4.64284, -0.60773, -1.92606], [-3.91275, 1.87549, -1.47691], [-3.04748, 0.61961, -2.36036], [-2.15330, 1.92058, -1.60242], [-0.81454, 2.58017, 0.57634], [-1.95616, 2.92597, 1.87405], [-2.47499, 3.04937, 0.20796], [1.05946, -3.30010, -1.51948], [0.87376, -4.46431, -0.20660], [-0.41457, -3.93283, 0.88229], [1.79923, -4.51506, 0.35428], [0.60228, -5.42594, -0.62410], [5.57003, -1.99009, -0.46795], [5.05708, -1.45265, 0.70412], [3.85067, -0.76960, 0.68892], [3.14221, -0.60177, -0.50118], [3.66143, -1.15309, -1.67215], [4.86907, -1.83528, -1.65351], [1.46939, 0.16071, -0.46450], [1.27014, 0.74747, -2.17946], [0.07309, 0.45050, -2.82765], [-0.14350, 0.84949, -4.13870], [0.84200, 1.54758, -4.81688], [2.04758, 1.83508, -4.18712], [2.26497, 1.43362, -2.87985], [1.72661, 1.67280, 0.54302], [1.72149, 1.50290, 1.92924], [1.88294, 2.58431, 2.78057], [2.01518, 3.86242, 2.25855], [1.98367, 4.04752, 0.88505], [1.84023, 2.96328, 0.03040], [6.51497, -2.51662, -0.45648], [5.59691, -1.56299, 1.63581], [3.47932, -0.34039, 1.61023], [3.12642, -1.04667, -2.60619], [5.26068, -2.24633, -2.57528], [-0.69612, -0.09658, -2.29259], [-1.07924, 0.61285, -4.62917], [0.67962, 1.86097, -5.83955], [2.82272, 2.37052, -4.71967], [3.21792, 1.63153, -2.40442], [1.57336, 0.51234, 2.34659], [1.88750, 2.42638, 3.85181], [2.13089, 4.71055, 2.92020], [2.06833, 5.04198, 0.46620], [1.80178, 3.13396, -1.03488]], "mulliken_charge": [0.604, -2.476, 1.354, 0.930, -2.210, 1.490, -2.470, 0.742, -2.236, 1.311, -2.768, 0.758, -2.145, 0.476, 0.204, 0.475, 0.463, 0.498, 0.278, 0.434, 0.477, 0.483, 0.510, 0.299, 0.489, 0.434, 0.628, 0.556, 0.209, 0.529, 0.536, -0.063, -0.392, -0.074, 0.305, 0.380, -0.594, -0.688, -0.720, 0.795, -0.288, -0.777, 0.822, 0.086, -0.390, -0.736, -0.604, -0.859, 0.140, 0.910, -0.689, -1.029, -0.650, -0.783, -0.463, 0.410, 0.444, 0.257, 0.466, 0.426, 0.334, 0.451, 0.415, 0.430, 0.592, 0.562, 0.419, 0.419, 0.448, 0.423]}

***

Record 3
{"formula": "C2H6Se", "method": "ωB97M-V/def2-TZVPD", "homo_energy_ev": [-7.59, -8.05], "orbital_gap_ev": [7.6, 8.1], "symbols": ["C", "C", "Se", "H", "H", "H", "H", "H", "H"], "coordinates": [[0.30231, -1.51797, 0.12378], [0.56149, 1.45689, 0.29778], [1.54035, -0.06226, -0.23730], [0.87924, -2.45651, 0.53223], [-0.33693, -1.23005, 0.88563], [-0.33979, -1.72656, -0.77960], [1.04551, 2.38921, 0.10026], [-0.45988, 1.66617, -1.43060], [-0.27964, 1.51269, 0.80654]], "mulliken_charge": [-0.839, -0.949, 0.134, 0.273, 0.280, 0.276, 0.354, 0.019, 0.454]}

***

In the order shown, the computed energy relative to the best compared isomer or geometry (same formula, charge and spin) values come out to 0.00, 8.16, 86.09 kcal per mole.
In the order shown, the computed DFT total energy values come out to -3224.43808, -2626.19019, -2481.05534 a.u..